12
Properties=species:S:1:pos:R:3 method="wB97M-V/def2-TZVPD" total_energy_ev=-8231.30144 relative_energy_kcal_mol=124.46
H 1.334 1.191 -0.008
N 0.608 1.760 0.261
C -0.551 1.337 -0.063
N -0.865 -0.028 -0.274
O -2.129 -0.252 0.148
C 0.079 -0.832 0.257
C 1.494 -0.796 -0.066
H -1.375 1.916 -0.113
H -2.347 -1.135 -0.455
H -0.259 -1.408 1.055
H 1.836 -0.143 -0.850
H 2.174 -1.611 0.108

=====

144
Properties=species:S:1:pos:R:3 method="wB97M-V/def2-TZVPD" total_charge=+1 total_energy_ev=-73116.12847 s_squared=0.76 spin_multiplicity=2
Ag -12.299 -4.497 -6.186
C -14.579 -3.922 -9.815
C -13.690 -4.223 -8.625
O -13.488 -5.405 -8.221
O -13.162 -3.289 -7.982
H -15.438 -4.570 -9.968
H -13.977 -3.979 -10.726
H -14.896 -2.887 -9.670
C -15.371 -0.331 -12.289
C -14.583 -1.275 -13.193
C -13.085 -1.215 -12.922
O -12.525 0.084 -13.010
C -12.733 0.675 -14.280
N -15.097 -2.647 -13.064
H -15.311 -0.529 -11.210
H -16.437 -0.418 -12.525
H -15.123 0.729 -12.364
H -14.899 -0.792 -14.121
H -12.590 -1.902 -13.617
H -12.833 -1.628 -11.943
H -13.784 0.922 -14.455
H -12.510 -0.063 -15.062
H -12.069 1.523 -14.410
H -14.957 -2.829 -12.066
H -16.105 -2.635 -13.217
C -15.292 -9.530 -8.310
C -14.214 -9.724 -7.242
C -13.608 -11.129 -7.225
O -14.670 -12.082 -7.093
C -15.172 -12.104 -5.772
N -13.149 -8.724 -7.536
H -15.719 -8.553 -8.069
H -16.103 -10.251 -8.221
H -14.848 -9.575 -9.303
H -14.581 -9.406 -6.262
H -12.865 -11.179 -6.422
H -13.110 -11.326 -8.174
H -15.765 -11.234 -5.466
H -14.356 -12.147 -5.044
H -15.851 -12.942 -5.627
H -12.733 -8.457 -6.644
H -13.679 -7.864 -7.706
C -11.820 -8.512 -11.136
C -11.055 -7.213 -10.927
C -11.768 -5.966 -11.501
O -12.103 -6.164 -12.859
C -12.743 -5.028 -13.390
N -10.809 -6.973 -9.486
H -12.039 -8.593 -12.203
H -12.751 -8.549 -10.570
H -11.157 -9.315 -10.816
H -10.095 -7.229 -11.447
H -11.052 -5.144 -11.401
H -12.683 -5.766 -10.931
H -12.305 -4.110 -12.986
H -13.810 -4.991 -13.146
H -12.669 -4.962 -14.475
H -11.688 -6.623 -9.111
H -10.699 -7.880 -9.044
C -19.763 -3.079 -11.840
C -18.723 -3.260 -10.740
C -19.210 -4.293 -9.724
O -18.399 -4.416 -8.576
C -18.345 -3.309 -7.713
N -17.394 -3.672 -11.167
H -19.488 -2.411 -12.658
H -20.593 -2.538 -11.383
H -20.094 -4.008 -12.301
H -18.565 -2.338 -10.174
H -19.407 -5.293 -10.118
H -20.206 -4.086 -9.307
H -17.332 -2.901 -7.622
H -18.752 -3.511 -6.723
H -18.890 -2.454 -8.135
H -16.963 -3.992 -10.293
H -17.430 -4.498 -11.773
C -12.770 0.783 -9.717
C -12.978 0.551 -8.220
C -14.455 0.062 -8.029
O -15.356 0.805 -8.863
C -16.667 0.230 -8.760
N -12.095 -0.528 -7.742
H -13.151 1.774 -9.984
H -13.358 0.139 -10.376
H -11.724 0.717 -10.017
H -12.741 1.435 -7.630
H -14.814 0.075 -6.998
H -14.447 -0.983 -8.356
H -17.318 0.872 -9.348
H -16.903 0.233 -7.696
H -16.670 -0.774 -9.198
H -12.523 -1.442 -7.859
H -11.327 -0.552 -8.404
C -16.335 -8.492 -12.642
C -16.331 -6.970 -12.933
C -17.691 -6.317 -13.245
O -17.593 -5.005 -13.718
C -16.950 -4.833 -14.983
N -15.807 -6.283 -11.720
H -16.550 -9.102 -13.522
H -17.004 -8.790 -11.837
H -15.316 -8.805 -12.402
H -15.524 -6.784 -13.652
H -18.331 -6.371 -12.362
H -18.144 -6.969 -14.003
H -15.869 -4.929 -14.917
H -17.226 -3.841 -15.344
H -17.423 -5.467 -15.736
H -14.894 -6.666 -11.484
H -15.635 -5.358 -12.123
C -15.364 -5.464 -5.321
C -15.308 -3.934 -5.408
C -16.563 -3.245 -4.925
O -16.437 -1.868 -5.223
C -17.652 -1.147 -5.188
N -14.084 -3.379 -4.759
H -15.282 -5.814 -4.287
H -14.604 -6.033 -5.856
H -16.332 -5.719 -5.760
H -15.164 -3.704 -6.467
H -16.747 -3.519 -3.878
H -17.442 -3.615 -5.466
H -18.271 -1.488 -6.024
H -17.468 -0.077 -5.268
H -18.143 -1.305 -4.223
H -14.157 -2.369 -4.856
H -14.233 -3.566 -3.768
C -8.687 -5.622 -6.158
C -8.988 -4.343 -6.945
C -7.971 -4.047 -8.042
O -8.250 -2.763 -8.541
C -7.400 -2.358 -9.586
N -10.375 -4.415 -7.494
H -8.458 -6.469 -6.813
H -9.535 -5.924 -5.544
H -7.780 -5.539 -5.557
H -8.877 -3.471 -6.292
H -8.251 -4.808 -8.788
H -6.955 -4.217 -7.679
H -7.791 -1.480 -10.088
H -7.220 -3.149 -10.326
H -6.383 -2.208 -9.203
H -10.245 -3.567 -8.056
H -10.398 -5.178 -8.177

=====

16
Properties=species:S:1:pos:R:3 method="wB97M-V/def2-TZVPD" smiles=CCNCC[S-] total_charge=-1 total_energy_ev=-16634.61532 relative_energy_kcal_mol=34.50
C 0.869 1.984 1.066
C 0.159 0.632 0.760
N -0.363 0.642 -0.529
C -0.998 -0.786 -0.535
C -0.101 -1.753 -1.176
S -0.981 -3.416 -1.165
H 1.750 2.166 0.400
H 0.114 2.803 1.110
H 1.285 1.833 2.106
H -0.493 0.773 1.653
H 0.680 -0.233 0.998
H 0.369 0.451 -1.235
H -1.905 -0.590 -1.169
H -1.264 -1.033 0.491
H 0.862 -2.009 -0.534
H 0.018 -1.465 -2.240

=====

98
Properties=species:S:1:pos:R:3 method="wB97M-V/def2-TZVPD" smiles="C=CC[PH2](Br)C[C@H](C)O.CCOC(=O)OC.CCOC(=O)OC.CCOC(=O)OC.CCOC(=O)OC.CCOC(=O)OC" total_energy_ev=-139928.40061
C -2.602 9.777 1.361
C -1.881 9.073 0.475
C -1.944 7.572 0.315
P -3.458 6.984 -0.561
Br -2.416 7.254 -2.699
C -4.407 6.658 1.056
C -5.916 6.531 0.919
C -6.582 7.811 0.397
O -6.457 6.234 2.226
H -3.600 9.479 1.655
H -2.218 10.698 1.777
H -1.185 9.629 -0.141
H -1.898 7.101 1.290
H -1.088 7.266 -0.276
H -3.538 5.614 -0.846
H -4.373 7.945 -0.996
H -4.045 5.692 1.417
H -4.166 7.375 1.841
H -6.196 5.660 0.332
H -7.463 8.037 0.990
H -6.898 7.722 -0.640
H -5.893 8.652 0.477
H -6.231 6.980 2.785
C -2.167 0.140 1.082
C -2.902 1.370 0.598
O -2.207 2.582 0.947
C -1.154 2.868 0.189
O -0.760 2.224 -0.748
O -0.604 3.992 0.649
C 0.597 4.373 -0.033
H -1.973 0.205 2.153
H -2.755 -0.757 0.890
H -1.207 0.032 0.580
H -3.873 1.446 1.084
H -3.073 1.338 -0.478
H 0.441 4.417 -1.108
H 1.398 3.675 0.204
H 0.864 5.361 0.332
C -0.842 -5.831 3.530
C -1.804 -5.054 4.402
O -1.137 -4.018 5.141
C -0.840 -2.924 4.447
O -1.098 -2.725 3.288
O -0.199 -2.082 5.257
C 0.253 -0.883 4.626
H -0.015 -6.218 4.128
H -1.354 -6.668 3.056
H -0.420 -5.199 2.751
H -2.241 -5.706 5.156
H -2.620 -4.627 3.819
H -0.562 -0.382 4.110
H 1.057 -1.106 3.926
H 0.629 -0.242 5.417
C -1.888 0.808 -3.507
C -0.805 -0.180 -3.142
O -1.213 -1.539 -3.386
C -1.167 -1.931 -4.658
O -0.798 -1.274 -5.594
O -1.594 -3.194 -4.712
C -1.657 -3.739 -6.033
H -2.817 0.555 -2.992
H -1.588 1.814 -3.216
H -2.097 0.805 -4.576
H -0.604 -0.125 -2.074
H 0.126 0.029 -3.667
H -0.705 -3.625 -6.547
H -2.450 -3.256 -6.601
H -1.883 -4.795 -5.918
C 0.933 -3.902 -2.348
C 2.004 -3.076 -3.021
O 3.326 -3.523 -2.673
C 3.744 -4.615 -3.302
O 3.146 -5.233 -4.141
O 4.959 -4.916 -2.833
C 5.510 -6.123 -3.366
H 1.088 -3.923 -1.268
H -0.049 -3.484 -2.554
H 0.947 -4.933 -2.701
H 1.951 -2.043 -2.680
H 1.888 -3.070 -4.106
H 5.503 -6.109 -4.453
H 4.954 -6.986 -2.999
H 6.535 -6.177 -3.011
C 4.693 -4.614 0.660
C 6.055 -5.215 0.394
O 7.107 -4.422 0.968
C 7.275 -4.559 2.279
O 6.657 -5.292 3.006
O 8.260 -3.743 2.657
C 8.509 -3.734 4.064
H 4.662 -3.579 0.319
H 3.922 -5.179 0.135
H 4.462 -4.623 1.725
H 6.248 -5.228 -0.675
H 6.121 -6.241 0.757
H 8.669 -4.742 4.439
H 7.677 -3.268 4.591
H 9.408 -3.144 4.213

=====

24
Properties=species:S:1:pos:R:3 method="wB97M-V/def2-TZVPD" smiles=O.O.O.O.O.O.O.O total_energy_ev=-16638.36591 relative_energy_kcal_mol=84.05
O 1.080 -0.016 3.399
H 0.426 -0.454 2.872
H 0.515 0.663 3.785
O -0.002 -0.548 0.625
H -0.300 0.202 0.068
H 0.927 -0.253 0.567
O 2.656 0.167 0.379
H 2.619 0.922 1.099
H 3.415 -0.537 0.619
O 0.146 -2.288 -2.296
H -0.122 -1.806 -3.152
H 0.780 -1.587 -1.989
O -1.326 0.629 -1.601
H -2.046 0.180 -1.849
H -1.156 1.244 -2.317
O -2.322 -1.999 1.558
H -1.480 -1.762 1.313
H -2.754 -1.118 1.827
O 1.481 0.329 -2.213
H 2.166 0.387 -1.465
H 0.563 0.654 -1.769
O -2.106 2.337 0.478
H -1.700 1.678 -0.224
H -1.464 2.966 0.289

=====

70
Properties=species:S:1:pos:R:3 method="wB97M-V/def2-TZVPD" total_charge=-2 total_energy_ev=-83303.86010
Ag 0.083 -0.604 -0.299
C 4.661 4.776 -1.931
C 3.439 3.926 -1.630
C 2.134 4.353 -1.791
C 1.110 3.657 -1.229
C 1.288 2.290 -0.745
N 0.178 1.531 -0.310
C -0.970 2.229 0.046
C -0.783 3.307 0.964
C -1.812 4.078 1.438
C -3.095 3.792 1.068
C -4.247 4.469 1.719
C -3.277 2.745 0.162
C -2.288 1.877 -0.249
C -2.635 0.697 -1.145
O -1.840 -0.420 -1.056
C -2.807 1.198 -2.662
F -1.640 1.160 -3.353
F -3.327 2.419 -2.796
F -3.623 0.343 -3.291
C -4.070 0.091 -0.573
F -4.268 -1.191 -0.872
F -5.118 0.811 -1.117
F -4.135 0.173 0.794
C 2.594 1.763 -0.782
C 3.634 2.557 -1.174
C 3.002 0.334 -0.303
O 2.042 -0.436 0.293
C 3.497 -0.343 -1.625
F 2.556 -0.206 -2.617
F 4.657 0.156 -2.033
F 3.681 -1.680 -1.469
C 4.144 0.311 0.846
F 4.404 -0.988 1.067
F 3.655 0.834 2.009
F 5.327 0.936 0.623
H 4.923 4.535 -2.961
H 5.501 4.487 -1.251
H 4.412 5.859 -1.934
H 1.807 5.253 -2.359
H 0.154 4.128 -0.955
H 0.243 3.516 1.281
H -1.593 4.888 2.150
H -4.938 3.781 2.190
H -4.785 5.094 1.025
H -3.799 5.031 2.597
H -4.285 2.587 -0.141
H 4.682 2.109 -1.132
C 0.900 -5.719 1.006
N 0.697 -4.816 2.156
C -0.615 -5.074 2.775
N -1.708 -4.970 1.796
C -1.461 -5.856 0.651
N -0.141 -5.617 -0.014
C -0.127 -4.253 -0.593
P -0.360 -2.884 0.658
C 0.932 -3.418 1.857
C -2.016 -3.573 1.349
H 0.905 -6.732 1.360
H 1.866 -5.535 0.519
H -0.907 -4.270 3.511
H -0.587 -6.063 3.148
H -2.260 -5.654 -0.027
H -1.453 -6.923 0.976
H -0.841 -4.146 -1.389
H 0.850 -4.080 -1.040
H 0.997 -2.820 2.771
H 1.966 -3.329 1.329
H -2.765 -3.513 0.498
H -2.345 -2.969 2.215

=====

18
Properties=species:S:1:pos:R:3 method="wB97M-V/def2-TZVPD" total_energy_ev=-9698.15228 relative_energy_kcal_mol=121.35
C 0.402 -0.173 0.040
C -0.936 -1.828 1.531
N -0.890 -0.288 -0.213
N -0.068 1.167 -1.884
N 1.404 -1.000 -0.434
N 0.801 0.708 1.023
N -0.269 2.448 -1.424
H -1.057 -0.987 -0.929
H -0.933 0.914 -2.362
H 2.320 -0.575 -0.467
H 1.171 -1.461 -1.301
H 1.546 0.399 1.630
H 0.070 1.264 1.441
H 0.522 2.739 -0.862
H -1.134 2.600 -0.907
H -1.491 -1.188 2.204
H 0.043 -2.134 1.884
H -1.500 -2.604 1.029